# 1
# C38H40N6Pt

C38H40N6Pt as an isolated structure in a non-equilibrium geometry (the ωB97M-V functional and the def2-TZVPD basis, OMol25).

XYZ file:
```
85
Properties=species:S:1:pos:R:3:lowdin_spin:R:1
Pt 0.405 -0.330 -0.781 0.024
N 1.081 -3.488 2.174 0.039
N 0.544 -2.605 -1.963 0.043
C 1.055 1.956 -0.815 -0.010
C 2.035 0.874 -0.583 0.029
C 2.103 0.732 0.904 0.133
C 3.082 -0.114 1.617 0.038
H 4.007 -0.212 1.027 0.001
H 2.703 -1.128 1.826 0.016
H 3.330 0.363 2.580 0.002
C 1.091 1.518 1.464 -0.045
C 0.846 1.598 2.936 -0.011
H 1.744 1.995 3.465 -0.004
H 0.639 0.585 3.349 -0.003
H -0.017 2.257 3.154 0.001
C 0.346 2.162 0.418 0.132
C -0.918 2.915 0.571 0.025
H -1.783 2.253 0.805 0.007
H -1.150 3.463 -0.358 0.000
H -0.824 3.643 1.397 0.007
C 3.043 0.378 -1.558 0.008
H 3.991 0.879 -1.349 0.003
H 2.724 0.609 -2.581 0.000
H 3.187 -0.710 -1.473 0.001
C 0.932 2.700 -2.107 -0.003
H -0.091 3.086 -2.253 0.000
H 1.155 2.034 -2.956 -0.001
H 1.619 3.571 -2.179 -0.001
C 0.404 -4.241 3.029 -0.006
H 0.828 -4.395 4.046 -0.001
C -0.846 -4.844 2.727 0.034
H -1.350 -5.451 3.508 0.003
C -1.367 -4.645 1.435 0.001
H -2.312 -5.149 1.151 0.000
C -0.694 -3.740 0.563 0.043
H -1.008 -3.601 -0.456 0.002
C 0.455 -2.994 1.035 0.067
C 1.109 -1.823 0.385 0.474
H 2.139 -2.367 -0.093 -0.004
C 0.097 -1.385 -2.386 -0.041
C 0.817 -3.303 -3.095 0.000
H 1.217 -4.243 -2.831 0.000
C 0.403 -2.631 -4.203 0.012
H 0.431 -2.993 -5.222 0.001
N -0.097 -1.390 -3.799 -0.008
C -0.244 -0.206 -4.557 -0.002
C 0.804 0.239 -5.406 0.000
C 0.639 1.421 -6.117 0.000
H 1.441 1.741 -6.803 0.000
C -0.512 2.207 -6.001 0.001
C -0.715 3.397 -6.869 0.000
H -1.260 4.182 -6.348 0.000
H -1.293 3.148 -7.765 0.000
H 0.236 3.803 -7.209 0.000
C -1.475 1.814 -5.069 0.000
H -2.367 2.440 -4.929 0.000
C -1.359 0.646 -4.336 -0.001
C -2.386 0.245 -3.313 -0.006
H -2.703 -0.801 -3.439 0.000
H -3.264 0.900 -3.434 0.000
H -2.011 0.372 -2.276 -0.005
C 2.102 -0.520 -5.415 0.000
H 1.972 -1.563 -5.742 0.000
H 2.595 -0.519 -4.424 0.000
H 2.783 -0.016 -6.118 0.000
N 0.414 1.575 9.841 0.110
C -0.058 1.244 8.829 0.063
C -0.663 0.833 7.584 0.152
C -1.782 1.533 7.096 0.085
C -2.326 1.206 5.852 0.045
C -1.762 0.147 5.124 0.208
C -0.728 -0.643 5.661 0.037
C -0.171 -0.293 6.900 0.112
N -2.178 -0.064 3.795 0.004
C -1.731 -1.080 2.955 0.033
C -2.047 -0.699 1.664 0.020
N -2.622 0.549 1.690 0.036
C -2.789 0.875 2.972 0.060
H -2.232 2.324 7.699 0.008
H -3.187 1.751 5.454 0.008
H -0.338 -1.509 5.117 0.003
H 0.630 -0.912 7.333 0.010
H -1.280 -1.980 3.329 0.002
H -1.903 -1.288 0.765 0.004
H -3.337 1.713 3.386 0.007
```

2S+1   3
HOMO (spin up / spin down)   0.0415 / -0.0247 Ha
ΔE to the lowest compared entry with this formula, charge and spin   73.7 kcal/mol
Lowest unoccupied orbital energy (spin up / spin down)   3.8855 / 3.8850 eV
Total charge   -2
Frontier orbital gap (spin up / spin down)   0.101 / 0.167 Ha

---

# 2
# C37H58BClN2O17S

A 4-piece molecular cluster, C37H58BClN2O17S overall in a non-equilibrium geometry (the ωB97M-V functional and the def2-TZVPD basis, OMol25).

XYZ file:
```
117
Properties=species:S:1:pos:R:3:lowdin_charge:R:1
C -2.426 2.809 -3.602 -0.135
C -1.709 2.047 -4.852 -0.245
C -0.247 1.462 -4.434 -0.205
C 0.174 0.332 -5.496 -0.189
C 0.641 -1.066 -4.871 -0.120
C 1.950 -1.028 -3.952 -0.346
N 2.542 -2.400 -3.777 0.108
C 1.669 -3.343 -3.740 -0.596
S 0.628 -4.568 -4.218 0.674
O 1.680 -0.284 -2.742 -0.167
C 2.110 -0.889 -1.516 -0.229
C 3.714 -0.798 -1.270 -0.085
O 4.145 0.609 -1.391 -0.214
O 5.501 0.600 -1.599 -0.050
C 1.421 0.007 -0.315 -0.499
Cl 1.031 1.646 -1.031 0.757
O 0.398 -0.649 0.421 -0.102
C -0.935 -0.577 -0.094 -0.460
N -1.100 -0.758 -1.564 0.108
C -1.803 0.702 0.471 -0.119
C -1.090 1.444 1.706 -0.190
C -1.833 2.846 2.074 -0.181
C -0.684 3.789 2.733 -0.149
C 0.284 4.433 1.599 -0.163
O 1.709 4.247 1.934 -0.091
C 2.528 4.967 1.023 -0.404
C 3.074 4.369 -0.366 -0.025
O 2.877 6.152 1.290 0.037
C -1.718 -1.870 0.574 -0.082
C -0.848 -3.204 0.581 -0.144
C -0.233 -3.861 -0.696 -0.045
C 0.580 -5.169 -0.596 -0.075
C 0.808 -5.901 0.777 -0.055
C 0.168 -5.259 2.037 -0.067
C -0.636 -3.915 1.950 -0.026
B 3.145 -0.175 -4.730 -0.439
O 3.414 1.224 -4.428 0.091
O 3.898 -0.842 -5.760 0.097
H -3.269 3.514 -3.962 0.073
H -1.693 3.448 -3.007 0.070
H -2.963 2.030 -2.935 0.068
H -1.593 2.804 -5.701 0.105
H -2.425 1.180 -5.121 0.109
H -0.395 1.026 -3.382 0.066
H 0.501 2.328 -4.468 0.112
H -0.795 0.093 -6.086 0.112
H 0.885 0.752 -6.310 0.120
H -0.268 -1.462 -4.271 0.125
H 0.725 -1.792 -5.770 0.132
H 1.706 -1.954 -1.328 0.148
H 4.298 -1.360 -2.092 0.134
H 4.019 -1.132 -0.220 0.142
H 5.625 0.773 -2.569 0.122
H 2.275 0.200 0.441 0.139
H -1.681 0.037 -1.893 0.067
H -1.698 -1.583 -1.723 0.073
H -1.934 1.507 -0.349 0.104
H -2.848 0.380 0.785 0.092
H -1.239 0.779 2.640 0.126
H 0.008 1.695 1.527 0.080
H -2.319 3.335 1.153 0.112
H -2.600 2.645 2.910 0.105
H -1.140 4.603 3.402 0.091
H -0.013 3.073 3.330 0.126
H 0.096 5.557 1.474 0.133
H 0.130 3.919 0.584 0.099
H 3.898 5.071 -0.766 0.095
H 2.256 4.357 -1.180 0.074
H 3.488 3.308 -0.276 0.071
H -1.861 -1.564 1.682 0.123
H -2.747 -2.059 0.097 0.109
H -0.456 -3.305 -1.679 0.061
H 1.050 -5.665 -1.503 0.043
H 1.399 -6.874 0.766 0.077
H 0.319 -5.832 3.023 0.088
H -1.082 -3.519 2.935 0.094
H 2.685 1.752 -4.843 0.100
H 3.648 -0.494 -6.653 0.121
C -2.654 7.510 8.178 -0.023
C -1.865 6.378 7.555 -0.344
C -1.175 6.762 6.277 -0.106
O -1.115 5.529 5.574 0.046
C -2.166 4.779 6.013 -0.530
O -2.549 3.775 5.486 0.153
O -2.727 5.327 7.128 0.088
H -2.983 7.230 9.182 0.085
H -2.054 8.420 8.256 0.091
H -3.557 7.724 7.600 0.093
H -1.154 5.966 8.280 0.161
H -0.171 7.157 6.451 0.145
H -1.739 7.481 5.676 0.143
C -5.919 -1.312 3.500 -0.016
C -6.144 -0.946 2.048 -0.336
C -6.637 -2.092 1.211 -0.106
O -6.139 -1.770 -0.081 0.076
C -5.018 -1.020 0.112 -0.532
O -4.223 -0.755 -0.745 0.127
O -4.915 -0.614 1.408 0.072
H -5.735 -0.411 4.090 0.088
H -6.787 -1.825 3.922 0.092
H -5.037 -1.947 3.614 0.094
H -6.815 -0.083 1.973 0.162
H -7.727 -2.158 1.200 0.144
H -6.228 -3.060 1.514 0.144
C 5.390 -6.356 -2.855 -0.018
C 4.614 -6.261 -1.558 -0.346
C 5.480 -5.972 -0.364 -0.109
O 4.756 -6.577 0.698 0.065
C 4.038 -7.597 0.148 -0.550
O 3.485 -8.452 0.776 0.146
O 4.038 -7.518 -1.213 0.083
H 4.699 -6.390 -3.702 0.085
H 6.052 -5.498 -2.989 0.091
H 5.980 -7.275 -2.895 0.093
H 3.808 -5.525 -1.650 0.148
H 5.599 -4.900 -0.189 0.142
H 6.471 -6.432 -0.421 0.141
```

HOMO   -0.3064 Ha
SMILES string   CCCCC[C@](N=C=S)(O[C@@H](COO)[C@@H](Cl)O[C@](N)(CCCCCOC(C)=O)Cc1ccccc1)B(O)O.C[C@@H]1COC(=O)O1.C[C@@H]1COC(=O)O1.C[C@@H]1COC(=O)O1
Lowest unoccupied orbital energy   -0.2222 eV
Total charge   0
Frontier orbital gap   0.298 Ha

---

# 3
# C4H8O2

The molecule C4H8O2 (the ωB97M-V functional and the def2-TZVPD basis, OMol25).

XYZ file:
```
14
Properties=species:S:1:pos:R:3:lowdin_charge:R:1
C -0.124 0.524 -1.960 -0.088
O 0.178 -0.432 -0.967 -0.157
C 0.589 0.148 0.231 -0.304
C -0.491 0.503 1.225 -0.030
C 0.358 -0.730 1.415 -0.308
O -0.174 -1.999 1.218 0.002
H 0.794 0.973 -2.365 0.091
H -0.761 1.324 -1.558 0.093
H -0.649 0.003 -2.765 0.091
H 1.485 0.766 0.154 0.152
H -1.513 0.335 0.896 0.118
H -0.348 1.350 1.891 0.102
H 1.095 -0.718 2.215 0.146
H -0.370 -2.076 0.273 0.092
```

HOMO   -0.3470 Ha
ΔE to the lowest compared entry with this formula, charge and spin   54.3 kcal/mol
SMILES string   CO[C@H]1C[C@H]1O
Lowest unoccupied orbital energy   1.0093 eV
Total charge   0
Frontier orbital gap   0.384 Ha

---

# 4
# C5H7NO

A 2-piece molecular cluster, C5H7NO overall in a non-equilibrium geometry (the ωB97M-V functional and the def2-TZVPD basis, OMol25).

XYZ file:
```
14
Properties=species:S:1:pos:R:3:lowdin_charge:R:1
C 1.767 -1.172 -1.500 0.030
C 1.253 -0.060 -1.205 -0.139
C 0.632 0.972 -0.842 -0.080
C -0.879 1.051 -0.642 -0.331
O -1.647 0.242 -1.096 0.017
H 2.181 -1.904 -0.836 0.065
H 1.851 -1.396 -2.553 0.070
H 1.162 1.897 -0.667 0.104
H -1.203 2.040 -0.280 0.106
C -1.183 -0.661 1.739 -0.080
N -0.750 0.527 1.767 0.043
H -1.620 -1.056 0.826 0.060
H -1.198 -1.295 2.624 0.069
H -0.366 0.816 2.665 0.065
```

HOMO   -0.3437 Ha
ΔE to the lowest compared entry with this formula, charge and spin   79.6 kcal/mol
SMILES string   C=C=CC=O.C=N
Lowest unoccupied orbital energy   0.9931 eV
Total charge   0
Frontier orbital gap   0.380 Ha

---

# 5
# C11H20ClN4

C11H20ClN4 as an isolated structure in a non-equilibrium geometry (the ωB97M-V functional and the def2-TZVPD basis, OMol25).

XYZ file:
```
36
Properties=species:S:1:pos:R:3:lowdin_charge:R:1
C 2.129 2.711 -0.129 -0.014
N 0.780 2.457 -0.660 -0.230
C 0.193 3.597 -1.405 -0.056
C 0.009 1.453 -0.189 -0.487
Cl -1.556 1.293 -0.944 0.829
H 2.465 3.651 -0.541 0.086
H 2.112 2.815 0.952 0.102
H 2.842 1.952 -0.443 0.092
H 0.952 4.360 -1.499 0.084
H -0.104 3.338 -2.425 0.089
H -0.643 4.046 -0.865 0.095
H 0.032 1.292 0.917 0.133
C -0.613 -0.506 4.039 -0.129
C -0.066 -1.291 3.048 -0.102
N -1.020 -1.444 2.071 -0.105
C -0.876 -2.286 0.857 -0.089
C -0.812 -1.454 -0.403 -0.318
C -0.787 -2.271 -1.688 -0.125
C 0.245 -1.552 -2.591 -0.149
C 1.173 -0.761 -1.671 -0.140
N 0.415 -0.469 -0.388 -0.021
C -2.118 -0.692 2.443 -0.155
N -1.872 -0.129 3.619 0.047
H -0.166 -0.236 4.988 0.103
H 0.898 -1.753 2.972 0.106
H 0.051 -2.898 1.016 0.149
H -1.744 -2.971 0.817 0.150
H -1.739 -0.853 -0.433 0.060
H -0.511 -3.335 -1.527 0.131
H -1.778 -2.256 -2.150 0.125
H 0.802 -2.288 -3.188 0.122
H -0.288 -0.916 -3.313 0.117
H 2.048 -1.362 -1.375 0.133
H 1.515 0.173 -2.098 0.107
H 1.051 -0.784 0.354 0.132
H -3.018 -0.630 1.832 0.130
```

HOMO   -0.4315 Ha
ΔE to the lowest compared entry with this formula, charge and spin   0.5 kcal/mol
Lowest unoccupied orbital energy   -3.0823 eV
Total charge   +1
Frontier orbital gap   0.318 Ha

---

# 6
# C7H10BNO4S

The molecule C7H10BNO4S in a non-equilibrium geometry (the ωB97M-V functional and the def2-TZVPD basis, OMol25).

XYZ file:
```
24
Properties=species:S:1:pos:R:3:lowdin_charge:R:1
C 1.710 1.959 -0.755 -0.040
C 1.154 0.568 -0.600 -0.229
C 2.092 -0.542 -0.418 -0.049
C 1.678 -1.796 -0.201 -0.088
C 0.314 -2.204 -0.152 -0.001
C -0.643 -1.184 -0.306 -0.010
B -2.209 -1.441 -0.233 -0.789
O -2.805 -1.852 -1.317 0.245
O -2.889 -1.474 0.952 0.182
C -0.196 0.254 -0.516 -0.155
S -1.536 1.445 -0.321 0.636
N -1.456 1.525 1.345 -0.057
O -1.307 2.701 -0.909 -0.278
O -2.797 0.841 -0.716 -0.265
H 2.337 1.856 -1.668 0.096
H 0.888 2.713 -1.062 0.095
H 2.287 2.109 0.116 0.068
H 3.127 -0.512 -0.430 0.089
H 2.550 -2.457 -0.113 0.112
H 0.008 -3.195 -0.093 0.092
H -3.659 -2.190 -1.261 0.090
H -3.811 -1.488 0.862 0.080
H -2.165 1.042 1.868 0.064
H -1.119 2.418 1.802 0.113
```

HOMO   -0.3402 Ha
ΔE to the lowest compared entry with this formula, charge and spin   0.0 kcal/mol
SMILES string   Cc1cccc(B(O)O)c1S(N)(=O)=O
Lowest unoccupied orbital energy   0.3959 eV
Total charge   0
Frontier orbital gap   0.355 Ha